No. 1
Formula: C27H42BN9O8SSe3TeY
Source: the OMol25 dataset
Level of theory: ωB97M-V/def2-TZVPD

Summary:
Multiplicity: 1
Kohn-Sham gap: 5.506 eV
LUMO level: 1.81 eV
E: -274366.3269 eV
Net charge: -1
Relative energy (zero: lowest compared OMol25 entry of this formula, charge and spin): 149.4 kJ/mol

Each line ends with the Löwdin charge.
Cartesian coordinates (Å):
Y: -0.77 -0.24 -1.16  1.24
Se: -2.67 -2.60 -2.14  -0.13
Se: -2.30 -4.31 -3.62  -0.16
Te: -2.35 -4.12 1.74  0.05
Se: -1.32 -2.87 -0.20  -0.23
C: -3.17 -0.49 1.37  -0.22
C: -4.23 -0.03 2.39  -0.14
N: -4.86 1.22 1.95  -0.16
C: -5.37 1.03 0.59  -0.15
C: -4.22 0.71 -0.40  -0.16
N: -2.95 0.55 0.34  -0.19
C: -2.65 1.83 1.01  -0.15
C: -3.83 2.26 1.92  -0.16
H: -3.50 -1.40 0.86  0.04
H: -2.23 -0.74 1.85  0.06
H: -3.79 0.15 3.38  0.11
H: -5.01 -0.79 2.52  0.12
H: -5.90 1.93 0.29  0.11
H: -6.09 0.21 0.62  0.12
H: -4.09 1.52 -1.12  0.10
H: -4.40 -0.20 -0.96  0.10
H: -2.46 2.58 0.24  0.10
H: -1.72 1.71 1.58  0.10
H: -4.29 3.18 1.56  0.11
H: -3.49 2.44 2.94  0.11
O: 2.60 4.56 3.76  -0.04
C: 3.32 4.00 2.66  -0.25
N: 2.39 3.63 1.64  0.11
C: 2.11 4.48 0.62  -0.42
O: 2.67 5.55 0.47  0.07
C: 1.06 4.02 -0.35  -0.09
C: 0.48 4.95 -1.20  0.01
C: -0.51 4.53 -2.07  -0.03
C: -0.90 3.20 -2.04  -0.11
N: -0.34 2.30 -1.24  0.02
C: 0.64 2.70 -0.43  -0.06
H: 3.23 4.83 4.43  0.08
H: 3.87 3.12 2.98  0.11
H: 4.00 4.74 2.23  0.12
H: 1.82 2.80 1.80  0.11
H: 0.82 5.98 -1.16  0.12
H: -0.99 5.22 -2.75  0.11
H: -1.71 2.85 -2.67  0.11
H: 1.07 1.93 0.20  0.07
N: 0.71 -5.22 -1.75  0.08
C: 1.02 -4.62 -2.94  -0.76
N: 1.10 -3.34 -3.09  0.09
C: 1.46 -3.03 -4.39  -0.32
C: 1.57 -1.74 -4.91  -0.03
C: 1.94 -1.57 -6.23  -0.09
C: 2.19 -2.67 -7.05  -0.11
C: 2.07 -3.96 -6.56  -0.10
C: 1.70 -4.13 -5.23  -0.48
S: 1.43 -5.60 -4.34  1.04
H: 0.18 -4.60 -1.15  -0.02
H: 0.24 -6.11 -1.85  0.09
H: 1.30 -0.89 -4.28  0.09
H: 2.00 -0.57 -6.64  0.10
H: 2.47 -2.52 -8.09  0.09
H: 2.24 -4.82 -7.20  0.10
N: 3.38 -1.72 -2.00  0.19
C: 2.29 -1.61 -1.19  -0.63
N: 2.21 -2.40 -0.11  0.21
O: 1.45 -0.70 -1.41  -0.13
H: 3.87 -2.60 -1.97  0.11
H: 3.23 -1.37 -2.93  0.09
H: 2.67 -3.29 -0.12  0.12
H: 1.39 -2.30 0.47  0.05
C: 1.44 -2.30 3.80  0.00
C: 0.68 -1.07 3.36  -0.49
C: -0.60 -0.93 4.17  -0.01
O: 0.28 -1.24 1.98  -0.08
B: 0.23 -0.02 1.31  -0.55
O: 0.88 0.93 2.17  -0.02
C: 1.51 0.24 3.28  -0.48
C: 2.96 -0.01 2.88  0.00
C: 1.43 1.11 4.51  0.00
H: 0.76 -3.16 3.75  0.08
H: 1.80 -2.20 4.82  0.09
H: 2.29 -2.50 3.15  0.08
H: -1.24 -1.79 3.95  0.06
H: -1.14 -0.02 3.88  0.08
H: -0.40 -0.89 5.24  0.09
H: 3.01 -0.66 2.00  0.08
H: 3.52 -0.48 3.70  0.09
H: 3.43 0.94 2.64  0.07
H: 0.41 1.41 4.73  0.09
H: 2.02 2.02 4.38  0.07
H: 1.82 0.58 5.38  0.10
O: -2.50 0.68 -2.61  -0.18
N: -1.81 0.62 -3.68  -0.56
O: -2.27 0.89 -4.76  0.09
O: -0.59 0.29 -3.52  -0.12


No. 2
Formula: C29H42Br2CoO2Se
Source: the OMol25 dataset
Level of theory: ωB97M-V/def2-TZVPD

Summary:
Multiplicity: 2
Kohn-Sham gap (alpha / beta): 7.025 / 7.238 eV
LUMO level (alpha / beta): -0.44 / -0.18 eV
Expectation value of S²: 0.77
E: -277908.5652 eV
Net charge: 0
Relative energy (zero: lowest compared OMol25 entry of this formula, charge and spin): 0.0 kJ/mol

Each line ends with the Mulliken spin population.
Cartesian coordinates (Å):
Co: -0.57 0.58 -0.01  1.04
C: 4.98 4.31 1.93  0.00
C: 4.49 3.53 3.16  0.00
C: 5.53 2.45 3.51  0.00
C: 4.38 4.49 4.34  0.00
C: 3.15 2.86 2.83  0.00
C: 3.07 1.98 1.76  0.01
C: 1.86 1.39 1.45  -0.02
Se: 1.71 0.17 -0.01  -0.03
C: 1.85 1.27 -1.55  0.01
C: 3.08 1.80 -1.93  0.01
C: 3.17 2.58 -3.06  0.00
C: 1.98 2.77 -3.78  0.00
C: 0.74 2.24 -3.45  -0.02
C: 0.67 1.44 -2.29  0.00
O: -0.45 0.86 -1.88  -0.01
C: -0.44 2.59 -4.37  0.00
C: -1.79 2.00 -3.96  0.00
C: -0.14 2.08 -5.79  0.00
C: -0.60 4.12 -4.40  0.00
C: 4.47 3.23 -3.53  0.00
C: 4.30 4.76 -3.53  0.00
C: 4.80 2.76 -4.95  0.00
C: 5.64 2.88 -2.62  0.00
C: 0.69 1.59 2.19  0.02
O: -0.44 0.99 1.84  0.00
C: 0.76 2.46 3.31  -0.02
C: 1.99 3.06 3.57  0.00
C: -0.48 2.75 4.16  0.00
C: -1.01 1.45 4.78  0.00
C: -0.18 3.72 5.30  0.00
C: -1.56 3.38 3.28  0.00
H: 5.93 4.81 2.15  0.00
H: 4.25 5.08 1.65  0.00
H: 5.14 3.66 1.07  0.00
H: 6.49 2.91 3.76  0.00
H: 5.69 1.76 2.68  0.00
H: 5.20 1.87 4.37  0.00
H: 5.35 4.96 4.52  0.00
H: 4.07 3.98 5.25  0.00
H: 3.66 5.29 4.13  0.00
H: 3.94 1.76 1.16  0.00
H: 3.95 1.59 -1.32  0.00
H: 2.04 3.39 -4.67  0.00
H: -1.76 0.91 -3.89  0.00
H: -2.53 2.29 -4.72  0.00
H: -2.12 2.37 -2.99  0.00
H: -0.06 1.00 -5.81  0.00
H: 0.80 2.49 -6.19  0.00
H: -0.94 2.38 -6.47  0.00
H: -0.74 4.51 -3.40  0.00
H: -1.47 4.39 -5.00  0.00
H: 0.27 4.61 -4.84  0.00
H: 3.50 5.07 -4.20  0.00
H: 5.22 5.24 -3.86  0.00
H: 4.06 5.12 -2.53  0.00
H: 4.02 3.06 -5.66  0.00
H: 4.89 1.67 -4.99  0.00
H: 5.74 3.20 -5.29  0.00
H: 5.49 3.24 -1.60  0.00
H: 6.55 3.34 -3.00  0.00
H: 5.81 1.80 -2.58  0.00
H: 2.04 3.74 4.41  0.00
H: -0.27 1.02 5.46  0.00
H: -1.24 0.71 4.02  0.00
H: -1.91 1.66 5.36  0.00
H: 0.60 3.34 5.96  0.00
H: -1.08 3.85 5.90  0.00
H: 0.13 4.70 4.94  0.00
H: -1.89 2.68 2.51  0.00
H: -1.18 4.28 2.79  0.00
H: -2.42 3.66 3.89  0.00
Br: -2.33 -1.53 0.03  0.02
C: -3.81 -0.32 0.02  0.00
Br: -3.18 1.49 -0.03  0.00
H: -4.37 -0.47 0.93  0.00
H: -4.40 -0.51 -0.87  0.00


No. 3
Formula: C2
Source: the OMol25 dataset
Level of theory: ωB97M-V/def2-TZVPD

Summary:
Multiplicity: 1
Kohn-Sham gap: 5.566 eV
LUMO level: -2.48 eV
E: -2057.1293 eV
Net charge: 0
Relative energy (zero: lowest compared OMol25 entry of this formula, charge and spin): 733.5 kJ/mol

Each line ends with the Löwdin charge.
Cartesian coordinates (Å):
C: 0.00 0.00 1.36  0.00
C: 0.00 0.00 -1.36  0.00


No. 4
Formula: CHClN2O2S
Source: the OMol25 dataset
Level of theory: ωB97M-V/def2-TZVPD

Summary:
Multiplicity: 1
Kohn-Sham gap: 10.087 eV
SMILES string: N#CS(=O)(=O)NCl
LUMO level: -1.03 eV
E: -31479.2433 eV
Net charge: 0
Relative energy (zero: lowest compared OMol25 entry of this formula, charge and spin): 457.4 kJ/mol

Each line ends with the Löwdin charge.
Cartesian coordinates (Å):
N: -1.37 0.83 -2.34  0.15
C: -0.90 0.44 -1.37  -0.28
S: -0.13 0.53 0.29  0.80
O: 1.31 1.66 -0.20  -0.41
O: -1.10 0.94 1.23  -0.30
N: 0.27 -1.09 0.67  -0.60
Cl: 1.78 -1.82 0.18  0.61
H: 0.14 -1.49 1.54  0.02


No. 5
Formula: C5H11N2
Source: the OMol25 dataset
Level of theory: ωB97M-V/def2-TZVPD

Summary:
Multiplicity: 1
Kohn-Sham gap: 10.849 eV
SMILES string: C=CCC/[NH+]=C/N
LUMO level: -3.39 eV
E: -8335.4788 eV
Net charge: +1
Relative energy (zero: lowest compared OMol25 entry of this formula, charge and spin): 158.3 kJ/mol

Each line ends with the Löwdin charge.
Cartesian coordinates (Å):
C: 1.69 1.39 -0.13  -0.01
C: 1.93 0.20 0.45  -0.14
C: 1.54 -1.08 -0.25  -0.17
C: 0.06 -1.42 0.03  -0.16
N: -0.70 -0.14 -0.02  0.05
C: -1.97 -0.02 -0.08  -0.12
N: -2.72 1.14 -0.12  0.17
H: 1.94 2.27 0.46  0.09
H: 1.50 1.77 -1.05  0.05
H: 2.20 0.00 1.51  0.14
H: 1.53 -0.81 -1.34  0.13
H: 2.00 -2.05 0.05  0.14
H: -0.32 -2.27 -0.48  0.12
H: -0.03 -1.85 1.13  0.16
H: -0.01 0.75 0.05  0.16
H: -2.54 -0.91 -0.03  0.15
H: -3.70 0.98 -0.33  0.12
H: -2.41 2.06 0.14  0.12


No. 6
Formula: C18H19N7O4
Source: the OMol25 dataset
Level of theory: ωB97M-V/def2-TZVPD

Summary:
Multiplicity: 1
Kohn-Sham gap: 5.313 eV
SMILES string: O=[N+]([O-])c1cc([N+](=O)[O-])c2nnnn2c1.CN(C1=CCCCC1)c1ccccc1
LUMO level: -2.25 eV
E: -37586.6516 eV
Net charge: 0

Each line ends with the Löwdin charge.
Cartesian coordinates (Å):
O: -6.36 0.54 -0.56  0.09
N: -5.21 1.00 -0.44  -0.31
O: -4.95 1.99 0.30  0.05
C: -4.10 0.41 -1.13  -0.11
C: -4.27 -0.71 -1.97  0.11
C: -3.16 -1.39 -2.47  -0.04
N: -3.32 -2.65 -3.18  -0.31
O: -2.33 -3.26 -3.61  0.10
O: -4.49 -3.07 -3.30  0.06
C: -1.85 -0.89 -2.18  -0.19
N: -0.59 -1.24 -2.52  0.09
N: 0.23 -0.37 -1.90  0.00
N: -0.43 0.52 -1.19  0.07
N: -1.76 0.23 -1.35  -0.02
C: -2.83 0.89 -0.81  0.11
H: -5.28 -1.04 -2.20  0.14
H: -2.65 1.74 -0.17  0.14
C: 0.31 2.46 2.79  -0.05
N: 0.29 1.01 2.79  -0.11
C: -0.91 0.37 2.73  -0.25
C: -2.10 1.04 2.64  -0.08
C: -3.42 0.40 2.82  -0.22
C: -3.37 -1.08 3.26  -0.19
C: -2.21 -1.82 2.62  -0.20
C: -0.85 -1.14 2.84  -0.12
C: 1.55 0.33 2.87  -0.25
C: 2.18 0.15 4.11  -0.02
C: 3.42 -0.49 4.17  -0.08
C: 4.06 -0.89 2.99  -0.09
C: 3.46 -0.66 1.75  -0.07
C: 2.21 -0.04 1.69  -0.02
H: 1.35 2.79 2.84  0.10
H: -0.14 2.85 1.86  0.08
H: -0.25 2.86 3.65  0.09
H: -2.12 2.12 2.45  0.09
H: -4.02 0.98 3.54  0.12
H: -3.98 0.49 1.88  0.07
H: -3.28 -1.11 4.35  0.11
H: -4.32 -1.56 3.00  0.11
H: -2.15 -2.85 3.01  0.11
H: -2.39 -1.90 1.53  0.11
H: -0.12 -1.55 2.12  0.12
H: -0.47 -1.41 3.85  0.13
H: 1.67 0.50 5.01  0.12
H: 3.88 -0.67 5.15  0.10
H: 5.04 -1.37 3.04  0.10
H: 3.95 -0.96 0.82  0.10
H: 1.71 0.15 0.73  0.10


No. 7
Formula: C4H7N
Source: the OMol25 dataset
Level of theory: ωB97M-V/def2-TZVPD

Summary:
Multiplicity: 1
Kohn-Sham gap: 12.498 eV
SMILES string: CCCC#N
LUMO level: 0.86 eV
E: -5750.9878 eV
Net charge: 0
Relative energy (zero: lowest compared OMol25 entry of this formula, charge and spin): 41.4 kJ/mol

Each line ends with the Löwdin charge.
Cartesian coordinates (Å):
C: -0.03 0.90 1.36  -0.09
C: -0.45 -0.10 0.23  -0.27
C: 0.51 -0.20 -0.88  -0.22
C: 0.03 -1.28 -1.78  -0.24
N: -0.31 -2.14 -2.43  0.14
H: 0.56 0.46 2.17  0.07
H: -0.92 1.28 1.86  0.06
H: 0.49 1.80 1.05  0.07
H: -1.36 0.17 -0.30  0.11
H: -0.63 -1.04 0.73  0.12
H: 1.48 -0.49 -0.46  0.12
H: 0.63 0.64 -1.56  0.12


No. 8
Formula: C5H7N
Source: the OMol25 dataset
Level of theory: ωB97M-V/def2-TZVPD

Summary:
Multiplicity: 1
Kohn-Sham gap: 10.213 eV
LUMO level: 1.11 eV
E: -6784.7689 eV
Net charge: 0
Relative energy (zero: lowest compared OMol25 entry of this formula, charge and spin): 361.2 kJ/mol

Each line ends with the Löwdin charge.
Cartesian coordinates (Å):
C: 0.40 -1.66 0.09  -0.29
C: -0.43 -0.69 0.92  -0.16
C: -0.44 1.05 -0.87  -0.15
C: 0.00 0.75 0.52  -0.27
C: 0.94 0.72 -0.64  -0.07
N: 1.27 -1.24 -0.70  0.12
H: 0.16 -2.76 -0.05  0.12
H: -1.59 -0.75 0.79  0.13
H: -0.38 -0.77 2.10  0.13
H: -1.18 0.36 -1.40  0.14
H: -0.54 2.05 -1.17  0.09
H: -0.01 1.58 1.16  0.11
H: 1.79 1.35 -0.76  0.10


Question: The highest E belongs to which entry?
Answer: C2